(1)
DFT (wB97M-V/def2-TZVPD) results for the molecule C6H11N4OP.

CARTESIAN COORDINATES (ANGSTROEM)
P1 -2.295 -1.622 -1.296
O1 2.989 2.909 2.659
N1 -0.225 1.152 0.609
N2 -1.079 0.549 -0.174
N3 0.604 -0.942 1.319
N4 -0.247 -1.544 0.536
C1 -1.291 -3.078 -1.823
C2 -1.082 -0.790 -0.193
C3 -2.090 -0.534 -2.765
C4 1.895 2.502 1.848
C5 0.598 0.398 1.345
C6 1.573 1.074 2.256
H1 1.028 3.151 2.005
H2 -1.046 -0.483 -3.084
H3 2.491 0.483 2.269
H4 2.150 2.537 0.782
H5 -2.443 0.470 -2.531
H6 -0.234 -2.939 -1.596
H7 1.167 1.060 3.273
H8 3.283 3.777 2.367
H9 -2.691 -0.951 -3.575
H10 -1.409 -3.197 -2.902
H11 -1.647 -3.983 -1.331

The HOMO energy is -9.01 eV. The LUMO energy comes out at -0.6 eV. The electronic energy comes out at -870.76437 hartree. The SMILES is CP(C)c1nnc(CCO)nn1. Its largest force on an atom is 0.40 eV/Å.

---

(2)
DFT (wB97M-V/def2-TZVPD) results for a cluster of 7 separate species, C12H22Cl16 in total at a distorted geometry.

CARTESIAN COORDINATES (ANGSTROEM)
Cl1 -1.318 2.823 -0.840
Cl2 0.901 2.419 1.688
Cl3 -4.077 -1.094 2.888
Cl4 -1.488 -1.126 4.148
Cl5 -5.399 2.868 1.418
Cl6 1.858 -3.058 0.394
Cl7 1.015 7.912 -2.268
Cl8 4.429 0.183 4.102
Cl9 -5.332 3.125 -1.480
Cl10 -2.302 1.104 2.527
Cl11 4.357 -3.179 3.295
Cl12 -1.395 -4.576 0.900
Cl13 -4.972 0.499 -0.204
Cl14 2.407 -5.957 -1.157
Cl15 0.620 5.025 -4.694
Cl16 -1.920 -1.543 -0.861
C1 0.069 6.408 -2.380
C2 0.284 2.064 -0.964
C3 -2.566 -3.198 -1.145
C4 3.512 -4.580 -1.182
C5 -1.587 -4.288 -0.842
C6 3.046 -2.104 3.915
C7 -2.405 -0.623 2.747
C8 2.779 -3.265 -1.157
C9 -0.470 6.128 -3.760
C10 3.121 -0.757 3.362
C11 0.695 1.347 0.279
C12 -4.699 2.241 -0.074
H1 4.138 -4.659 -2.073
H2 -1.981 -5.199 -1.294
H3 2.194 -0.225 3.604
H4 -0.777 6.488 -1.696
H5 -2.838 -3.267 -2.195
H6 3.163 -2.090 4.991
H7 -0.052 0.617 0.559
H8 -1.990 -1.096 1.876
H9 -3.637 2.396 -0.020
H10 4.215 -4.665 -0.348
H11 -3.453 -3.328 -0.536
H12 -0.611 -4.074 -1.258
H13 2.124 -2.593 3.637
H14 0.654 5.555 -2.060
H15 3.472 -2.427 -1.218
H16 2.052 -3.201 -1.962
H17 -0.545 7.018 -4.366
H18 -1.434 5.637 -3.686
H19 3.223 -0.744 2.289
H20 1.636 0.836 0.117
H21 0.991 2.852 -1.210
H22 0.295 1.371 -1.809

The HOMO energy is -10.67 eV. The LUMO energy comes out at 0.2 eV. The energy relative to the best compared isomer or geometry (same formula, charge and spin) comes out at 7.5 kcal/mol. The electronic energy comes out at -7833.51562 hartree. The SMILES is ClC(Cl)Cl.ClC(Cl)Cl.ClCCCl.ClCCCl.ClCCCl.ClCCCl.ClCCCl. Its largest force on an atom is 1.61 eV/Å.

---

(3)
DFT (wB97M-V/def2-TZVPD) results for a structure of composition C24H36P2SiTc at a distorted geometry.

CARTESIAN COORDINATES (ANGSTROEM)
Tc1 -1.198 -0.574 0.489
P1 0.683 -0.080 2.273
P2 -1.359 -2.376 2.235
Si1 0.590 0.353 -1.063
C1 0.085 0.098 -2.879
C2 -0.405 0.085 3.790
C3 0.075 4.517 -0.838
C4 -0.856 -0.313 -5.535
C5 1.365 5.013 -0.618
C6 -0.361 0.937 -5.135
C7 -0.039 -3.653 2.357
C8 0.116 1.135 -3.833
C9 0.918 2.228 -0.928
C10 -3.336 -0.560 1.134
C11 4.561 0.101 -3.136
C12 -2.735 0.375 -0.873
C13 -2.478 -3.720 3.040
C14 -0.867 -1.361 -4.605
C15 1.413 -1.434 3.346
C16 -0.397 -1.159 -3.301
C17 2.057 1.152 2.492
C18 -0.148 3.140 -0.986
C19 2.438 4.104 -0.562
C20 2.216 2.733 -0.724
C21 -2.762 -1.039 -1.052
C22 -3.095 0.662 0.481
C23 -1.436 -0.978 3.590
C24 -3.148 -1.634 0.168
H1 1.779 2.182 2.264
H2 -3.671 -0.706 2.183
H3 5.665 0.145 -3.184
H4 3.453 4.482 -0.391
H5 -2.576 -4.601 2.405
H6 0.849 -3.263 1.871
H7 4.253 -0.915 -2.841
H8 2.366 1.084 3.529
H9 1.952 -0.192 -1.008
H10 -1.223 -0.470 -6.553
H11 3.070 2.043 -0.684
H12 -3.458 -3.313 3.275
H13 4.202 0.834 -2.396
H14 -0.352 -4.510 1.781
H15 -1.690 -1.492 4.511
H16 0.127 -3.984 3.389
H17 -0.772 5.213 -0.893
H18 -1.986 -4.016 3.965
H19 -2.312 -0.383 3.334
H20 4.148 0.342 -4.130
H21 0.501 2.122 -3.551
H22 -2.541 1.118 -1.666
H23 0.170 -0.009 4.703
H24 -0.439 -1.993 -2.586
H25 2.889 0.838 1.858
H26 -1.244 -2.348 -4.899
H27 -3.259 -2.727 0.378
H28 0.698 -2.054 3.905
H29 -0.811 1.100 3.769
H30 -1.172 2.778 -1.134
H31 1.951 -0.953 4.135
H32 -3.204 1.672 0.934
H33 -0.345 1.766 -5.854
H34 -2.548 -1.580 -1.995
H35 2.093 -2.045 2.741
H36 1.539 6.085 -0.491

The HOMO energy (spin up / spin down) is -13.98 / -14.00 eV. The LUMO energy (spin up / spin down) comes out at -7.5 / -8.8 eV. The energy relative to the best compared isomer or geometry (same formula, charge and spin) comes out at 52.2 kcal/mol. The spin multiplicity is 4. The electronic energy comes out at -1988.41439 hartree. The net charge is +2. Its largest force on an atom is 2.93 eV/Å.

---

(4)
DFT (wB97M-V/def2-TZVPD) results for the molecule C3H8N2S at a distorted geometry.

CARTESIAN COORDINATES (ANGSTROEM)
S1 -1.303 -2.384 0.149
N1 0.069 0.029 -0.474
N2 1.340 0.026 -0.134
C1 -0.338 -1.419 -1.047
C2 -0.917 0.821 0.247
C3 1.971 0.924 0.518
H1 3.014 0.774 0.857
H2 -1.527 1.505 -0.478
H3 1.406 1.670 1.039
H4 0.615 -1.754 -1.523
H5 -1.728 0.307 0.707
H6 -0.408 1.335 0.959
H7 -0.398 -2.764 1.004
H8 -0.961 -1.296 -1.973

The HOMO energy is -8.33 eV. The LUMO energy comes out at 0.8 eV. The energy relative to the best compared isomer or geometry (same formula, charge and spin) comes out at 77.7 kcal/mol. The electronic energy comes out at -626.69952 hartree. The SMILES is C=NN(C)CS. Its largest force on an atom is 4.26 eV/Å.

---

(5)
DFT (wB97M-V/def2-TZVPD) results for a cluster of 2 separate species, C20H33N4O2 in total.

CARTESIAN COORDINATES (ANGSTROEM)
O1 -5.385 4.470 -6.030
O2 -7.035 5.259 -4.886
N1 -6.066 4.544 -5.028
N2 -4.793 0.625 1.370
N3 -3.644 -1.266 2.068
N4 -2.554 0.307 0.746
C1 -5.676 3.692 -3.879
C2 7.044 -0.864 1.334
C3 -4.204 2.089 -2.925
C4 -6.079 2.933 -1.666
C5 2.032 -0.440 -0.923
C6 7.136 0.636 1.383
C7 0.063 -2.033 1.720
C8 -3.678 -0.105 1.423
C9 4.727 -0.947 0.282
C10 -4.962 2.112 -1.762
C11 3.537 -1.885 0.488
C12 1.046 -2.266 0.553
C13 -1.398 -1.920 1.301
C14 5.995 -1.523 0.849
C15 -4.560 2.886 -4.002
C16 -6.446 3.737 -2.733
C17 2.166 -1.211 0.388
C18 -2.286 -1.678 2.505
C19 -1.698 -0.809 0.271
C20 8.247 -1.623 1.839
H1 7.616 0.967 2.304
H2 8.897 -1.925 1.015
H3 -6.676 2.953 -0.763
H4 -2.258 -1.245 -0.555
H5 4.851 -0.753 -0.789
H6 -2.062 1.064 1.209
H7 0.493 -2.365 -0.387
H8 -7.308 4.387 -2.691
H9 7.751 1.010 0.558
H10 -1.886 -0.855 3.105
H11 -4.373 -1.352 2.765
H12 4.512 0.024 0.738
H13 3.568 -2.683 -0.262
H14 7.952 -2.522 2.379
H15 2.746 0.380 -0.990
H16 3.629 -2.356 1.472
H17 -5.700 0.199 1.479
H18 1.521 -3.234 0.716
H19 -0.806 -0.355 -0.152
H20 6.165 1.122 1.312
H21 6.051 -2.611 0.834
H22 -4.678 1.481 -0.931
H23 0.133 -2.859 2.431
H24 -3.334 1.450 -2.999
H25 -3.995 2.891 -4.922
H26 2.083 -0.494 1.214
H27 -4.748 1.627 1.263
H28 0.346 -1.135 2.281
H29 -2.367 -2.552 3.145
H30 -1.725 -2.854 0.837
H31 1.034 -0.009 -1.036
H32 2.190 -1.103 -1.777
H33 8.851 -1.013 2.512

The HOMO energy is -10.47 eV. The LUMO energy comes out at -3.5 eV. The electronic energy comes out at -1151.05149 hartree. The net charge is +1. Its largest force on an atom is 0.75 eV/Å.

---

(6)
DFT (wB97M-V/def2-TZVPD) results for a cluster of 2 separate species, C3H12N2OS in total at a distorted geometry.

CARTESIAN COORDINATES (ANGSTROEM)
S1 -2.783 1.281 -0.974
O1 -1.274 -2.022 0.103
N1 1.134 1.187 0.190
N2 1.438 -1.147 0.768
C1 2.000 0.045 0.126
C2 -0.046 1.043 -0.685
C3 -1.294 1.522 0.011
H1 -1.551 -2.803 -0.389
H2 2.921 0.232 0.673
H3 -1.303 -2.307 1.024
H4 0.164 1.654 -1.570
H5 -1.420 1.008 0.954
H6 -0.103 0.006 -1.007
H7 -1.175 2.561 0.315
H8 -2.585 -0.017 -1.230
H9 2.094 -1.730 1.260
H10 0.820 1.305 1.149
H11 0.779 -1.688 0.220
H12 2.186 -0.129 -0.937

The HOMO energy is -8.59 eV. The LUMO energy comes out at 0.4 eV. The energy relative to the best compared isomer or geometry (same formula, charge and spin) comes out at 14.0 kcal/mol. The electronic energy comes out at -704.41597 hartree. The SMILES is NCNCCS.O. Its largest force on an atom is 1.21 eV/Å.

---

(7)
DFT (wB97M-V/def2-TZVPD) results for a cluster of 3 separate species, C13H16ClF11NO6S in total at a distorted geometry.

CARTESIAN COORDINATES (ANGSTROEM)
Cl1 -3.982 1.937 1.882
S1 1.267 -0.591 0.116
F1 7.186 3.948 -5.839
F2 -7.061 -2.134 1.316
F3 2.736 2.247 0.093
F4 3.604 -1.105 1.334
F5 2.368 0.415 2.448
F6 -5.010 -2.785 1.301
F7 -5.508 -0.813 2.017
F8 4.460 1.723 1.423
F9 5.508 5.289 -6.064
F10 4.376 0.742 -0.599
F11 6.005 3.903 -7.641
O1 -7.121 -2.782 4.009
O2 1.506 -0.271 -1.340
O3 4.176 2.349 -6.264
O4 -4.871 -2.890 3.977
O5 1.326 -2.106 0.242
O6 5.201 2.937 -4.346
N1 -0.225 -0.120 0.733
C1 -4.876 -3.360 5.332
C2 -3.094 0.505 1.097
C3 5.925 4.030 -6.306
C4 2.732 0.010 1.151
C5 -0.658 1.199 0.213
C6 4.354 2.031 -3.615
C7 4.898 0.619 -3.683
C8 -5.128 -4.853 5.378
C9 -2.236 1.075 -0.122
C10 -5.916 -2.095 2.018
C11 3.569 1.175 0.462
C12 4.998 2.996 -5.673
C13 -6.075 -2.635 3.436
H1 -5.052 -5.226 6.402
H2 -3.902 -0.190 0.694
H3 -2.634 2.126 -0.357
H4 -4.404 -5.384 4.755
H5 4.890 0.242 -4.709
H6 -2.509 -0.094 1.857
H7 -0.531 2.067 0.951
H8 4.302 -0.053 -3.063
H9 -5.605 -2.810 5.932
H10 4.349 2.374 -2.579
H11 -2.416 0.397 -1.030
H12 -3.889 -3.140 5.744
H13 -0.168 1.524 -0.760
H14 -6.120 -5.098 4.994
H15 5.935 0.590 -3.340
H16 3.324 2.083 -3.976

The HOMO energy is -5.18 eV. The LUMO energy comes out at 2.3 eV. The energy relative to the best compared isomer or geometry (same formula, charge and spin) comes out at 44.5 kcal/mol. The electronic energy comes out at -2968.09208 hartree. The net charge is -1. Its largest force on an atom is 7.00 eV/Å.

---

(8)
DFT (wB97M-V/def2-TZVPD) results for the molecule C4H8N2O at a distorted geometry.

CARTESIAN COORDINATES (ANGSTROEM)
O1 0.071 -3.235 0.633
N1 -0.428 -1.913 1.036
N2 -0.132 0.204 0.097
C1 -0.080 0.959 -1.091
C2 0.528 3.052 0.188
C3 -0.324 -1.033 -0.039
C4 0.254 2.286 -1.027
H1 0.217 2.545 1.171
H2 -0.804 -3.790 0.603
H3 0.210 -1.549 1.781
H4 -0.210 0.342 -2.048
H5 0.476 2.833 -1.923
H6 1.625 3.342 0.221
H7 -0.036 4.130 0.020
H8 -0.390 -1.591 -1.010

The HOMO energy is -8.26 eV. The LUMO energy comes out at 0.9 eV. The energy relative to the best compared isomer or geometry (same formula, charge and spin) comes out at 95.9 kcal/mol. The electronic energy comes out at -341.85080 hartree. The SMILES is C/C=C\N=C\NO. Its largest force on an atom is 3.07 eV/Å.

---

(9)
DFT (wB97M-V/def2-TZVPD) results for a structure of composition C53H69CsFN7OP2S2 at a distorted geometry.

CARTESIAN COORDINATES (ANGSTROEM)
Cs1 0.381 -0.083 -0.523
S1 2.069 2.475 0.592
S2 -2.510 -1.793 4.340
P1 -3.432 -1.019 0.324
P2 1.068 -3.217 -0.230
F1 5.604 -0.591 -5.806
O1 2.618 1.219 0.070
N1 -0.292 0.563 3.836
N2 -3.321 2.048 -3.127
N3 -1.065 2.472 -3.110
N4 -0.106 -0.619 4.337
N5 -0.137 -2.893 4.557
N6 -0.405 2.976 2.634
N7 -1.571 -2.553 -1.395
C1 -1.723 -6.035 -2.555
C2 4.617 0.037 -5.055
C3 -0.127 -4.670 1.810
C4 -5.026 -1.935 0.769
C5 -4.652 -0.864 -3.632
C6 0.272 1.488 6.045
C7 -2.529 -1.973 -3.543
C8 2.396 5.060 -0.209
C9 2.631 1.358 -3.564
C10 0.630 -2.869 6.903
C11 -0.019 3.207 -3.457
C12 -0.395 4.143 2.033
C13 -0.039 1.615 4.566
C14 1.238 -4.101 1.443
C15 -2.274 2.827 -3.538
C16 3.305 -0.036 -5.472
C17 -5.204 1.389 0.100
C18 5.203 7.426 -1.100
C19 4.450 3.815 -0.160
C20 2.810 -3.359 -0.971
C21 5.141 4.961 -0.513
C22 2.771 2.588 2.289
C23 4.481 6.170 -0.707
C24 3.986 1.403 -3.221
C25 2.333 -5.141 1.673
C26 2.337 0.607 -4.708
C27 0.377 4.062 4.621
C28 -0.503 -6.533 -2.104
C29 0.024 -4.350 -1.192
C30 0.385 5.271 3.971
C31 3.069 3.863 0.004
C32 3.090 6.198 -0.557
C33 1.018 -2.919 5.417
C34 -3.563 -1.443 -4.275
C35 -3.969 0.754 0.736
C36 -1.209 -3.810 -1.669
C37 -5.445 -1.726 2.221
C38 2.890 -2.257 -2.031
C39 -0.026 5.334 2.641
C40 -4.626 -0.738 -2.252
C41 -0.040 2.900 3.931
C42 -0.820 -1.693 4.339
C43 -2.525 -1.939 -2.128
C44 0.336 -5.686 -1.402
C45 4.984 0.740 -3.928
C46 -0.130 4.362 -4.218
C47 -1.392 4.747 -4.650
C48 -4.748 -3.415 0.525
C49 -2.772 1.684 0.550
C50 -3.560 -1.197 -1.495
C51 -2.068 -4.727 -2.337
C52 3.306 -4.662 -1.600
C53 -2.485 3.971 -4.325
H1 4.314 -4.505 -1.994
H2 -4.162 2.063 -3.682
H3 0.717 6.169 4.479
H4 -5.654 -4.014 0.639
H5 -3.038 2.700 0.848
H6 -5.835 -1.610 0.098
H7 2.204 -6.017 1.042
H8 1.507 -2.790 7.546
H9 3.851 -2.275 -2.547
H10 -5.032 1.614 -0.950
H11 1.581 -3.841 5.220
H12 -1.952 1.367 1.190
H13 -1.524 5.638 -5.253
H14 -6.243 -2.424 2.487
H15 3.064 -0.583 -6.376
H16 2.558 7.128 -0.716
H17 1.304 0.543 -5.040
H18 -4.154 0.672 1.816
H19 -6.081 0.752 0.199
H20 -2.410 -6.694 -3.077
H21 -0.699 4.128 0.991
H22 -5.809 -0.716 2.399
H23 -0.217 -7.562 -2.292
H24 -3.541 -1.499 -5.357
H25 0.750 4.929 -4.486
H26 2.154 1.962 2.923
H27 -0.064 0.504 6.370
H28 -0.887 -3.897 1.730
H29 3.479 -3.095 -0.138
H30 -0.020 -2.012 7.069
H31 1.348 1.554 6.229
H32 4.965 2.875 -0.030
H33 -3.034 -4.368 -2.672
H34 -3.070 1.136 -2.769
H35 -1.701 -2.466 -4.039
H36 0.720 3.993 5.643
H37 2.768 -1.268 -1.593
H38 -0.240 2.245 6.638
H39 4.990 8.224 -0.388
H40 -2.446 1.705 -0.491
H41 -0.119 -5.043 2.833
H42 0.075 -3.767 7.179
H43 4.285 1.992 -2.358
H44 0.953 2.800 -3.171
H45 6.278 7.272 -1.141
H46 3.361 -5.479 -0.884
H47 3.325 -4.723 1.512
H48 2.103 -2.401 -2.772
H49 -0.037 6.272 2.106
H50 -0.390 -5.483 1.135
H51 6.026 0.763 -3.624
H52 -0.798 -3.636 4.749
H53 -4.010 -3.766 1.243
H54 1.635 -2.056 5.156
H55 -5.476 -0.291 -1.763
H56 2.726 3.619 2.619
H57 1.321 5.088 -0.100
H58 6.215 4.910 -0.633
H59 -5.512 -0.518 -4.194
H60 3.792 2.226 2.263
H61 -3.481 4.226 -4.664
H62 1.263 -6.081 -1.011
H63 -4.600 -1.905 2.883
H64 4.861 7.761 -2.079
H65 -4.346 -3.576 -0.473
H66 -5.419 2.335 0.605
H67 1.445 -3.261 2.120
H68 2.286 -5.476 2.710
H69 2.663 -4.955 -2.428

The HOMO energy is -1.39 eV. The LUMO energy comes out at 3.4 eV. The electronic energy comes out at -4118.54412 hartree. The net charge is -2. Its largest force on an atom is 1.95 eV/Å.